Record 1
{"formula": "C3H8ClP", "method": "ωB97M-V with the def2-TZVPD basis set", "homo_energy_ev": -8.3214, "homo_lumo_gap_ev": 8.463, "relative_energy_kcal_mol": 87.9, "symbols": ["H", "C", "H", "H", "H", "H", "H", "H", "C", "Cl", "P", "C", "H"], "xyz": [[-0.4430, 1.4791, 1.6993], [0.6013, -0.9352, 1.0441], [1.1207, -0.2541, 1.5712], [-0.0174, -1.5206, 1.6621], [0.3145, 2.4832, 0.4636], [-1.6266, 2.0367, 0.4613], [0.2156, -1.6618, -2.1924], [1.0877, -1.7380, 0.5713], [0.2739, -0.7076, -2.6638], [-2.1349, -0.6865, -0.3592], [-0.2383, 0.1336, -0.3236], [-0.5239, 1.7450, 0.6550], [1.3703, -0.3738, -2.5889]], "forces_ev_per_a": [[-0.1, -0.1, 0.3], [-2.7, -0.4, -3.1], [2.4, 1.8, 1.9], [-1.6, 0.1, 1.0], [-1.4, -0.6, -0.2], [2.1, 0.1, 0.1], [0.2, -1.3, 0.7], [1.6, -0.4, -0.9], [0.8, 2.6, 0.6], [0.1, 0.2, 0.2], [0.1, -1.1, 0.3], [-0.6, -0.3, -0.9], [-1.1, -0.6, -0.1]]}

Record 2
{"formula": "C3H8F2N2", "method": "ωB97M-V with the def2-TZVPD basis set", "homo_energy_ev": -9.5830, "homo_lumo_gap_ev": 10.554, "relative_energy_kcal_mol": 0.0, "smiles": "NCC(F)(F)CN", "symbols": ["C", "N", "H", "H", "H", "C", "H", "F", "H", "F", "H", "C", "H", "N", "H"], "xyz": [[1.3276, 0.6494, -0.3076], [2.2029, -0.4795, 0.1147], [1.8533, -1.3515, -0.2971], [2.1501, -0.5807, 1.1362], [-2.7478, 0.3885, -0.0784], [-0.9645, -0.5388, -0.3775], [-0.4856, -1.4909, -0.1158], [-0.7498, 1.7681, -0.1738], [-2.2736, -0.7058, 1.0595], [-0.1105, 0.4560, 1.5287], [-0.9304, -0.5340, -1.4881], [-0.0916, 0.6090, 0.1750], [1.3897, 0.7417, -1.3802], [-2.3249, -0.5129, 0.0926], [1.7551, 1.5815, 0.1119]], "forces_ev_per_a": [[1.5, 0.3, 1.0], [-1.0, 0.2, 0.1], [0.2, 0.4, 0.3], [0.0, 0.0, -0.6], [0.0, 0.0, 0.2], [0.8, -0.1, -1.1], [-0.2, 0.2, 0.2], [0.5, 0.2, 0.5], [-0.5, 0.0, 1.2], [0.1, 0.7, 0.5], [-0.1, 0.3, 0.5], [-1.2, -1.6, -1.2], [-0.3, 0.0, -0.4], [0.3, -0.3, -1.0], [-0.1, -0.4, -0.2]]}